Density functional theory data (ωB97M-V with the def2-TZVPD basis set) for a molecular structure, C27H36AsCdGeN8O6S.

Properties
Total charge = -1
E = -6818.6817 hartree
E_HOMO = -4.706 eV
HOMO-LUMO gap = 7.183 eV
Energy above the lowest of the compared OMol25 structures with the same formula, charge and spin = 6.0 kcal per mole

Last column: Mulliken charge in e.
Geometry (Å):
Cd -2.416 -0.961 -0.647  1.334
C -0.842 2.440 3.701  -1.091
N -0.328 1.091 3.708  1.114
C -0.835 -0.016 3.150  -0.421
N -0.118 -1.068 3.501  -0.458
C 0.844 -0.522 4.287  -0.248
N 0.756 0.779 4.455  -1.008
C 0.048 3.461 3.031  0.769
C -0.128 4.791 3.403  -0.902
C 0.682 5.788 2.888  -0.658
C 1.684 5.464 1.988  -1.029
C 1.846 4.141 1.591  0.462
C 1.030 3.138 2.109  -0.149
C 2.887 3.859 0.598  0.448
N 4.027 4.442 0.462  -0.582
N 4.602 3.906 -0.688  -0.519
C 3.769 3.036 -1.142  0.307
O 2.658 2.941 -0.367  -0.156
C 3.828 2.244 -2.370  -0.135
C 4.996 2.173 -3.127  -0.959
C 4.979 1.458 -4.311  -0.585
C 3.818 0.820 -4.738  -0.730
C 2.654 0.882 -3.984  0.155
C 1.389 0.160 -4.399  -1.559
N 0.427 0.144 -3.330  1.585
C -0.571 -0.920 -3.277  -0.074
N -1.614 -0.286 -2.479  -0.583
C -1.385 1.044 -2.640  -0.414
N -0.285 1.391 -3.219  -0.922
C 2.673 1.605 -2.799  1.055
H -0.960 2.736 4.744  0.457
H -1.832 2.416 3.242  0.312
H -1.719 -0.004 2.526  0.557
H 1.624 -1.101 4.756  0.464
H -0.903 5.042 4.119  0.424
H 0.535 6.817 3.188  0.382
H 2.335 6.221 1.574  0.476
H 1.167 2.110 1.794  0.511
H 5.890 2.678 -2.786  0.505
H 5.880 1.387 -4.907  0.373
H 3.828 0.256 -5.665  0.431
H 1.640 -0.875 -4.655  0.313
H 0.973 0.630 -5.302  0.348
H -0.962 -1.141 -4.297  0.203
H -2.088 1.784 -2.277  0.571
H 1.771 1.678 -2.213  0.567
O -4.754 -0.450 -0.144  -0.720
S -4.180 0.080 1.125  1.238
O -5.084 0.903 1.889  -0.755
O -2.906 0.813 0.735  -0.647
O -3.695 -1.110 1.907  -0.642
C -3.998 -5.341 0.706  -1.282
As -3.846 -3.455 1.163  0.983
C -5.719 -3.020 1.180  -1.088
C -3.045 -3.607 2.901  -1.061
O -2.793 -2.992 -0.076  -0.741
H -4.577 -5.884 1.454  0.397
H -2.997 -5.764 0.637  0.333
H -4.485 -5.430 -0.264  0.377
H -6.191 -3.813 1.764  0.443
H -6.076 -3.058 0.153  0.314
H -5.910 -2.044 1.605  0.298
H -3.711 -4.199 3.531  0.397
H -2.871 -2.629 3.328  0.284
H -2.104 -4.139 2.765  0.353
C 3.032 -1.955 -1.750  -1.191
Ge 1.176 -1.935 -1.119  0.839
C 0.843 -0.323 -0.063  -0.310
C 0.930 -3.506 0.042  -1.313
C -0.050 -2.201 -2.644  -1.512
H 3.702 -1.611 -0.960  0.375
H 3.178 -1.311 -2.615  0.215
H 3.316 -2.975 -2.018  0.402
H 1.732 -0.087 0.528  0.530
H 0.023 -0.489 0.638  -0.526
H 0.604 0.527 -0.700  -0.094
H 1.860 -3.776 0.545  0.434
H 0.597 -4.363 -0.546  0.411
H 0.173 -3.301 0.801  0.175
H 0.477 -2.819 -3.380  0.620
H -0.906 -2.799 -2.316  0.522